[1]
{"formula": "C19H23BaF5NOP", "method": "wB97M-V/def2-TZVPD", "elements": ["C", "C", "C", "C", "C", "C", "C", "C", "N", "Ba", "C", "P", "H", "H", "H", "H", "H", "H", "H", "H", "C", "C", "H", "C", "C", "H", "H", "H", "H", "H", "H", "H", "H", "H", "H", "H", "H", "H", "H", "F", "C", "C", "F", "C", "F", "C", "O", "C", "F", "C", "F"], "coordinates": [[-3.788, -1.742, 1.648], [-2.710, -2.583, 1.374], [-1.668, -2.092, 0.544], [-1.695, -0.772, 0.112], [-2.734, 0.078, 0.425], [-3.813, -0.426, 1.188], [-0.469, -2.995, 0.250], [0.608, -2.199, -0.563], [0.487, -2.143, -2.081], [1.514, -0.002, -1.722], [-2.707, 1.506, -0.026], [-1.164, 1.696, -1.041], [-2.617, -3.595, 1.781], [-4.631, 0.270, 1.395], [-4.619, -2.132, 2.229], [-2.659, 2.212, 0.814], [-3.576, 1.773, -0.642], [0.052, -3.236, 1.183], [-0.762, -3.994, -0.118], [0.459, -1.184, -0.077], [-1.341, 3.463, -1.486], [-1.818, 0.949, -2.582], [1.662, -2.429, -0.320], [-0.758, -2.781, -2.617], [1.661, -2.542, -2.954], [2.670, 2.749, -0.857], [-0.468, -3.449, -3.439], [-1.190, -3.408, -1.845], [-1.497, -2.030, -2.940], [1.344, -3.362, -3.615], [1.983, -1.747, -3.679], [2.517, -2.945, -2.395], [-2.797, 1.393, -2.821], [-1.119, 1.140, -3.414], [-1.936, -0.135, -2.447], [-2.356, 3.697, -1.843], [-1.110, 4.078, -0.604], [-0.605, 3.694, -2.268], [2.908, 2.714, -1.704], [4.923, 3.442, 4.540], [4.094, 2.654, 3.846], [2.890, 2.234, 4.416], [2.593, 2.564, 5.696], [2.016, 1.479, 3.659], [0.938, 0.910, 4.245], [2.242, 1.233, 2.251], [1.372, 0.755, 1.453], [3.572, 1.522, 1.801], [3.923, 1.093, 0.553], [4.469, 2.205, 2.577], [5.713, 2.421, 2.122]], "forces_ev_per_a": [[-0.16, -0.23, 0.18], [0.87, 0.40, -0.85], [-1.11, 0.02, 0.96], [1.71, 0.07, -1.41], [-1.34, -1.25, 1.20], [0.52, 0.62, -0.54], [0.98, 0.27, 0.06], [0.22, -0.92, 0.43], [-0.46, -1.68, -0.68], [-0.07, 3.39, 1.80], [0.77, 0.15, 0.05], [-0.14, -0.14, 0.21], [-0.39, 0.26, -0.05], [-0.02, -0.49, 0.18], [0.10, 0.15, 0.03], [-0.02, -0.15, -0.09], [0.12, 0.05, 0.02], [-0.08, 0.17, 0.12], [0.24, 0.47, -0.26], [-0.55, -0.67, -0.49], [-0.13, 0.33, -0.18], [-0.11, -0.10, -0.54], [-0.31, -0.79, -0.01], [0.19, 0.28, 0.01], [-0.68, -0.84, 0.33], [0.83, -0.16, -3.09], [-0.43, 0.35, 0.08], [-0.24, 0.17, -0.13], [0.37, -0.41, 0.10], [0.25, 0.30, 0.27], [-0.13, -0.26, 0.62], [-0.11, 0.45, 0.04], [0.33, -0.17, -0.15], [-0.28, 0.01, -0.03], [0.00, 0.46, 0.04], [0.30, 0.10, 0.06], [-0.07, -0.11, -0.27], [-0.22, 0.13, 0.13], [-0.86, 0.23, 3.06], [0.37, 0.19, 0.29], [-0.01, -0.42, -0.15], [0.05, 0.00, -0.22], [0.22, -0.18, -0.66], [0.07, -0.32, -0.73], [0.10, 0.49, -0.22], [0.37, 0.01, 0.01], [-0.01, -0.62, -0.61], [-1.10, -0.04, 0.73], [0.04, -0.01, -0.17], [-0.05, 0.15, 0.53], [0.06, 0.30, 0.00]], "total_energy_ev": -47177.312}


[2]
{"formula": "C19H23Br2ClF3HfNO6S2Si", "method": "wB97M-V/def2-TZVPD", "elements": ["Hf", "Br", "C", "Br", "H", "H", "C", "Si", "C", "C", "C", "C", "C", "C", "N", "C", "S", "H", "H", "H", "H", "H", "H", "H", "H", "H", "H", "H", "H", "F", "C", "F", "F", "S", "O", "O", "O", "C", "C", "C", "C", "Cl", "C", "C", "C", "O", "C", "C", "O", "O", "H", "H", "H", "H", "H", "H", "H", "H", "H"], "coordinates": [[0.782, 1.971, -1.234], [1.595, 4.559, -1.234], [-0.322, 5.370, -1.234], [-1.396, 3.588, -1.234], [-0.515, 5.966, -2.157], [-0.515, 5.966, -0.310], [-4.352, 0.170, 1.098], [-2.859, -0.675, 1.869], [-3.384, -1.057, 3.677], [-2.516, -2.356, 1.098], [-1.294, 0.462, 1.867], [-0.798, 0.823, 3.152], [0.325, 1.639, 3.349], [1.005, 2.134, 2.262], [0.644, 1.871, 1.007], [-0.578, 0.983, 0.767], [-1.360, 0.414, -1.062], [-5.260, -0.402, 1.314], [-4.264, 0.252, 0.013], [-4.479, 1.175, 1.511], [-4.269, -1.700, 3.669], [-3.630, -0.131, 4.204], [-2.580, -1.577, 4.204], [-3.340, -3.043, 1.314], [-1.599, -2.787, 1.511], [-2.411, -2.297, 0.013], [-1.288, 0.467, 4.054], [0.655, 1.879, 4.353], [1.877, 2.767, 2.373], [0.294, -0.957, -2.492], [-0.021, -0.549, -3.763], [-1.058, -1.352, -4.166], [1.049, -0.905, -4.545], [-0.426, 1.273, -3.866], [-1.579, 1.471, -2.977], [-0.737, 1.529, -5.279], [0.782, 1.971, -3.406], [-0.334, -1.556, -0.245], [1.070, -1.961, 0.110], [1.299, -2.805, 1.209], [2.600, -3.167, 1.553], [2.870, -4.200, 2.904], [3.679, -2.697, 0.813], [3.459, -1.859, -0.283], [2.161, -1.484, -0.642], [1.837, -0.667, -1.692], [2.902, -0.079, -2.463], [3.645, 1.040, -1.705], [4.906, 0.909, -1.681], [2.932, 1.971, -1.234], [-1.065, -2.004, 0.436], [-0.579, -1.888, -1.259], [-0.444, -0.469, -0.181], [0.463, -3.169, 1.798], [4.697, -2.962, 1.083], [4.328, -1.497, -0.827], [2.434, 0.383, -3.339], [3.575, -0.854, -2.847], [1.389, 0.106, -1.234]], "forces_ev_per_a": [[-1.12, 1.98, 1.66], [-0.68, 2.20, 0.10], [0.10, -1.03, 0.01], [-0.15, 2.03, 0.45], [0.38, -0.77, 0.67], [0.40, -0.78, -0.68], [0.22, -0.06, -0.18], [-0.57, 0.01, 0.34], [0.60, 0.36, -0.65], [-1.76, -0.60, 0.48], [0.84, 0.71, 0.55], [0.51, 0.39, -0.19], [-0.83, -0.62, 0.18], [-0.18, -0.01, -0.87], [-3.51, -2.38, -1.22], [0.59, 1.03, 1.58], [-1.83, 7.22, 2.38], [0.10, 0.00, 0.07], [0.05, 0.09, 0.08], [0.01, -0.07, -0.05], [0.11, 0.08, -0.07], [0.00, -0.12, 0.09], [-0.12, 0.03, 0.12], [-0.16, 0.12, 0.22], [-0.66, -0.33, 0.34], [-0.87, -0.31, 0.34], [-0.07, -0.06, -0.20], [-0.01, -0.03, -0.11], [0.06, 0.01, -0.04], [-6.16, -0.32, -7.29], [-0.06, -2.81, 0.00], [0.92, 1.56, 0.26], [-1.11, 0.84, 0.54], [-4.49, 0.39, -4.40], [1.15, -0.22, -3.45], [1.28, -0.81, 2.34], [0.86, -0.16, 0.83], [2.43, -3.83, 1.28], [-0.42, -0.16, 0.02], [0.67, 0.34, -0.25], [-0.23, 0.47, -0.53], [0.06, -0.20, 0.27], [-0.17, 0.18, -0.24], [-0.04, 0.18, -0.06], [1.08, -2.40, 2.05], [9.96, -3.72, 1.16], [0.94, 0.35, -0.87], [4.37, -2.13, -0.56], [-3.44, 0.87, 0.13], [-0.45, 0.52, 0.23], [2.75, 1.06, -1.20], [-0.19, -0.10, 1.02], [1.95, -3.04, 0.75], [0.15, 0.02, -0.13], [-0.20, -0.01, -0.02], [-0.17, 0.03, 0.04], [0.04, -0.21, 0.33], [-0.25, 0.18, 0.50], [-2.71, 4.03, 1.91]], "total_energy_ev": -225454.336}


[3]
{"formula": "C19H23BrF7N3O13PS", "method": "wB97M-V/def2-TZVPD", "elements": ["N", "C", "P", "O", "N", "C", "C", "F", "F", "F", "C", "C", "C", "Br", "N", "C", "S", "H", "H", "H", "H", "H", "H", "H", "H", "H", "H", "H", "C", "C", "O", "C", "O", "O", "F", "H", "H", "H", "C", "C", "O", "C", "O", "O", "F", "H", "H", "H", "C", "C", "O", "C", "O", "O", "F", "H", "H", "H", "C", "C", "O", "C", "O", "O", "F", "H", "H", "H"], "coordinates": [[-1.461, -0.085, 5.790], [-2.095, -0.398, 4.542], [-1.280, -1.999, 3.964], [0.145, -2.012, 4.326], [-3.558, -0.561, 4.865], [-4.523, -0.696, 3.706], [-5.911, -0.513, 4.315], [-6.857, -0.677, 3.383], [-6.025, 0.704, 4.880], [-6.087, -1.431, 5.293], [-4.256, 0.268, 2.556], [-2.775, 0.449, 2.258], [-1.954, 0.739, 3.503], [-2.657, 2.381, 4.341], [-0.569, 0.799, 3.175], [0.220, 1.638, 3.549], [1.218, 2.707, 4.019], [-0.450, -0.106, 5.690], [-1.706, -0.712, 6.549], [-1.602, -2.196, 2.617], [-2.099, -2.946, 4.619], [-3.813, 0.253, 5.446], [-3.664, -1.394, 5.451], [-4.475, -1.735, 3.380], [-4.728, 1.230, 2.744], [-4.752, -0.157, 1.685], [-2.636, 1.270, 1.556], [-2.362, -0.436, 1.770], [3.296, -2.703, 3.316], [3.189, -2.692, 1.804], [4.294, -3.457, 1.405], [4.640, -4.295, 2.434], [5.394, -5.196, 2.343], [3.966, -3.939, 3.555], [3.294, -1.434, 1.287], [3.926, -1.875, 3.647], [2.339, -2.675, 3.827], [2.277, -3.140, 1.404], [2.128, 1.263, -0.628], [1.224, 0.948, -1.806], [-0.072, 1.132, -1.247], [0.029, 1.990, -0.201], [-0.901, 2.499, 0.337], [1.317, 2.174, 0.133], [1.336, -0.328, -2.232], [2.309, 0.361, -0.042], [3.065, 1.739, -0.896], [1.337, 1.618, -2.661], [-1.702, 0.735, -5.362], [-2.027, 2.182, -5.030], [-0.754, 2.710, -4.698], [0.200, 1.952, -5.293], [1.350, 2.242, -5.352], [-0.339, 0.823, -5.790], [-2.846, 2.295, -3.962], [-1.756, 0.127, -4.457], [-2.311, 0.304, -6.149], [-2.443, 2.763, -5.854], [4.288, 1.274, -6.560], [3.988, 1.221, -8.045], [4.945, 0.298, -8.522], [5.321, -0.513, -7.492], [5.953, -1.504, -7.609], [4.846, -0.022, -6.323], [4.170, 2.415, -8.657], [5.043, 2.037, -6.361], [3.413, 1.433, -5.941], [2.990, 0.856, -8.294]], "forces_ev_per_a": [[-0.11, 0.22, 0.10], [-0.06, -0.13, 0.01], [0.01, 0.02, -0.11], [0.02, -0.07, 0.01], [0.01, -0.19, -0.03], [-0.07, 0.00, -0.04], [-0.40, -0.07, -0.06], [0.53, 0.17, 0.60], [-0.07, -0.42, -0.25], [-0.06, 0.24, -0.23], [-0.03, -0.09, -0.05], [-0.17, 0.10, -0.11], [0.00, -0.27, 0.02], [0.03, 0.14, -0.02], [-0.47, -0.29, -0.13], [0.36, 0.45, 0.13], [0.29, 0.10, -0.01], [0.03, 0.06, 0.02], [0.06, -0.12, -0.03], [-0.01, -0.03, -0.06], [-0.08, -0.02, 0.05], [0.08, 0.15, -0.11], [-0.11, 0.08, 0.11], [0.15, -0.02, -0.04], [0.03, 0.04, 0.14], [-0.02, 0.04, -0.04], [0.06, 0.02, 0.00], [0.04, -0.01, -0.01], [0.02, 0.10, -0.01], [0.01, -0.10, 0.02], [-0.09, -0.10, -0.08], [-0.02, 0.13, 0.04], [0.07, -0.04, -0.01], [0.01, -0.01, 0.04], [0.07, 0.05, 0.03], [-0.02, 0.03, -0.03], [0.00, -0.13, 0.03], [-0.04, 0.09, -0.03], [-0.02, -0.09, -0.03], [-0.01, 0.18, 0.01], [-0.02, 0.14, -0.13], [-0.04, -0.08, -0.05], [-0.02, -0.11, 0.17], [0.04, -0.01, 0.09], [-0.02, -0.08, 0.09], [0.05, 0.00, -0.03], [-0.04, 0.09, 0.00], [0.04, -0.08, -0.05], [-0.01, 0.02, 0.06], [0.09, 0.00, -0.08], [-0.03, 0.11, -0.13], [-0.10, -0.11, 0.10], [0.04, 0.00, 0.09], [0.03, -0.04, -0.05], [0.03, -0.06, 0.09], [-0.06, 0.00, 0.00], [0.05, 0.04, -0.07], [-0.09, 0.01, 0.05], [0.06, 0.06, -0.02], [-0.01, -0.11, 0.01], [-0.12, -0.10, -0.05], [0.00, 0.12, 0.01], [0.05, -0.04, -0.01], [0.01, 0.01, 0.09], [0.10, 0.04, 0.02], [-0.02, 0.04, -0.04], [-0.01, -0.11, 0.01], [-0.03, 0.09, -0.03]], "charge": 1, "total_energy_ev": -160347.117}


[4]
{"formula": "C19H23Cl2NPtS", "method": "wB97M-V/def2-TZVPD", "elements": ["Pt", "Cl", "Cl", "C", "H", "H", "C", "C", "H", "C", "H", "C", "H", "H", "C", "H", "H", "C", "H", "H", "H", "H", "N", "S", "C", "C", "C", "C", "C", "C", "C", "C", "C", "C", "C", "C", "H", "H", "H", "H", "H", "H", "H", "H", "H", "H", "H"], "coordinates": [[0.923, -0.063, -1.456], [0.125, -2.251, -1.697], [1.728, 2.087, -0.911], [2.494, -0.206, -2.536], [3.276, 0.548, -2.455], [2.748, -1.194, -2.923], [-0.713, 0.761, -2.353], [1.067, 0.427, -3.322], [-1.385, 0.957, -1.480], [0.883, -0.496, -4.494], [1.185, 1.482, -3.541], [-0.283, -0.150, -5.443], [1.834, -0.517, -5.039], [0.714, -1.496, -4.089], [-1.562, -0.029, -4.628], [-0.071, 0.801, -5.956], [-0.360, -0.934, -6.213], [-1.377, 1.124, -3.593], [-2.426, 0.172, -5.276], [-1.772, -0.969, -4.101], [-0.858, 1.965, -4.098], [-2.380, 1.482, -3.316], [0.733, -0.236, 0.526], [-0.661, -0.366, 1.347], [-0.239, -1.607, 2.567], [-1.079, -2.722, 2.702], [-0.776, -3.688, 3.662], [0.385, -3.552, 4.443], [1.239, -2.457, 4.267], [0.925, -1.474, 3.323], [-0.712, 1.139, 2.363], [-0.448, 2.365, 1.751], [-0.310, 3.516, 2.529], [-0.490, 3.444, 3.915], [-0.845, 2.230, 4.517], [-0.991, 1.080, 3.734], [1.524, -0.083, 1.139], [-1.957, -2.797, 2.057], [-1.442, -4.541, 3.802], [0.625, -4.307, 5.191], [2.148, -2.349, 4.865], [1.558, -0.599, 3.190], [-0.276, 2.407, 0.677], [-0.061, 4.461, 2.043], [-0.365, 4.337, 4.529], [-1.005, 2.170, 5.596], [-1.273, 0.130, 4.185]], "forces_ev_per_a": [[-1.01, -0.06, 1.42], [-0.92, -2.35, -0.16], [1.01, 2.72, 0.65], [2.12, -0.44, -1.59], [-0.14, -0.03, -0.29], [0.07, 0.29, -0.05], [-2.28, 0.61, 1.44], [1.81, -0.41, -2.09], [0.77, -0.34, -0.35], [-0.66, -0.21, -0.09], [0.30, 0.02, 0.05], [0.28, -0.09, 0.01], [-0.07, 0.12, -0.08], [0.08, -0.02, -0.09], [0.15, 0.27, 0.03], [-0.13, -0.21, 0.06], [0.06, 0.22, 0.23], [-1.15, 0.21, -1.29], [0.22, 0.11, 0.11], [0.09, 0.18, -0.04], [-0.30, -0.19, 0.01], [0.25, 0.10, -0.16], [-1.45, -0.51, 2.15], [1.48, -0.04, -0.20], [-0.50, -0.45, 0.46], [0.18, 0.51, 0.02], [0.41, 0.14, 0.12], [-0.27, 0.11, -0.28], [-0.13, 0.15, -0.25], [-0.23, -0.27, 0.19], [-0.35, 0.16, 0.76], [0.25, -0.16, -0.20], [-0.26, -0.25, 0.21], [-0.03, -0.17, -0.09], [-0.11, 0.02, -0.35], [0.30, 0.09, -0.08], [0.02, 0.41, -0.08], [0.22, -0.09, 0.27], [0.26, 0.23, -0.06], [-0.07, 0.18, -0.20], [-0.35, -0.11, -0.19], [-0.05, -0.19, 0.15], [0.11, 0.02, 0.22], [-0.07, -0.32, 0.18], [-0.02, -0.27, -0.18], [0.01, 0.05, -0.35], [0.13, 0.24, 0.03]], "spin_multiplicity": 5, "relative_energy_kcal_mol": 9.9}


[5]
{"formula": "C19H23Cl3N4O5V", "method": "wB97M-V/def2-TZVPD", "elements": ["O", "V", "C", "C", "C", "O", "H", "H", "H", "H", "H", "H", "H", "N", "O", "O", "O", "N", "C", "C", "C", "C", "C", "H", "H", "H", "H", "H", "N", "C", "C", "C", "C", "C", "H", "H", "H", "H", "H", "N", "C", "C", "C", "C", "C", "H", "H", "H", "H", "H", "C", "Cl", "Cl", "Cl", "H"], "coordinates": [[2.399, 1.683, 2.180], [0.904, 2.117, 2.224], [-0.524, -0.238, 4.736], [0.444, 0.851, 5.236], [1.801, 0.383, 5.701], [0.610, 1.891, 4.299], [-0.034, -0.737, 3.893], [-1.350, 0.268, 4.234], [-0.824, -0.942, 5.507], [-0.136, 1.326, 6.040], [2.497, 0.307, 4.863], [1.689, -0.550, 6.260], [2.352, 1.051, 6.369], [0.531, -0.853, 0.934], [0.287, 0.193, 1.642], [1.678, -0.981, 0.495], [-0.304, -1.730, 0.909], [0.787, 2.508, 0.080], [1.945, 2.645, -0.610], [2.033, 2.949, -1.943], [0.838, 2.983, -2.669], [-0.348, 2.660, -2.044], [-0.319, 2.502, -0.671], [2.811, 2.778, 0.025], [2.923, 3.305, -2.438], [0.915, 3.300, -3.702], [-1.250, 2.561, -2.629], [-1.259, 2.221, -0.205], [-3.645, 0.314, -0.212], [-3.558, -0.951, 0.207], [-4.264, -1.977, -0.406], [-5.033, -1.671, -1.509], [-5.057, -0.367, -1.973], [-4.294, 0.607, -1.351], [-2.981, -1.052, 1.116], [-4.166, -3.013, -0.110], [-5.382, -2.457, -2.168], [-5.632, -0.157, -2.866], [-4.295, 1.663, -1.586], [0.487, 0.229, -5.062], [-0.346, -0.018, -4.054], [0.150, -0.633, -2.910], [1.463, -1.077, -2.846], [2.236, -0.965, -3.989], [1.708, -0.272, -5.084], [-1.340, 0.411, -4.081], [-0.492, -0.751, -2.043], [1.895, -1.548, -1.974], [3.266, -1.291, -4.053], [2.252, -0.218, -6.020], [3.203, -3.740, 0.865], [4.775, -4.416, 0.415], [2.835, -4.212, 2.509], [1.941, -4.228, -0.312], [3.180, -2.660, 0.780]], "forces_ev_per_a": [[-0.92, 1.44, -0.17], [1.73, -4.72, 2.84], [1.27, 0.44, -1.26], [-1.10, 0.83, 0.18], [0.47, -0.33, 0.42], [-0.19, 1.04, -3.88], [-0.01, -0.48, 0.30], [-0.37, -0.05, 0.52], [-0.10, 0.04, 0.00], [0.45, -0.01, 0.39], [-0.31, -0.58, -0.21], [0.25, -0.17, -0.28], [-0.58, 0.38, 0.10], [1.76, -0.66, 1.08], [-1.37, 1.81, 0.54], [-0.40, 0.33, -0.52], [-0.43, 0.27, -0.49], [0.13, 0.28, -0.92], [0.69, 1.34, 1.34], [-1.36, 0.25, -0.54], [0.92, 0.09, -0.13], [0.57, 0.31, -0.11], [-1.18, -1.05, 0.00], [0.15, -0.53, -0.09], [0.35, -0.41, 0.32], [-0.37, -0.27, -0.11], [-0.21, 0.12, 0.30], [0.08, 0.22, 0.38], [0.88, 0.30, -0.52], [-0.77, 0.82, 0.29], [0.31, -0.37, -0.09], [0.91, 0.01, -0.57], [-0.12, 0.37, -0.88], [-0.61, -0.75, 1.66], [0.12, -0.46, -0.08], [0.08, 0.08, 0.25], [-0.61, -0.04, 0.38], [0.08, 0.18, -0.01], [-0.09, -0.04, -0.48], [-1.09, 0.26, -1.37], [1.74, 0.23, 0.74], [-0.66, -0.18, 0.71], [0.29, -0.26, -0.50], [0.19, 0.76, -0.56], [-0.15, -0.83, 0.80], [-0.07, -0.15, -0.19], [-0.03, -0.08, -0.01], [-0.34, 0.07, 0.20], [-0.06, -0.24, 0.21], [0.12, 0.38, 0.08], [-0.36, -0.04, -0.61], [-0.08, 0.23, -0.14], [-0.29, 0.02, 0.08], [0.30, -0.22, 0.39], [0.38, 0.01, 0.23]], "spin_multiplicity": 2, "total_energy_ev": -99523.997}